No. 1
Density functional theory data (wB97M-V/def2-TZVPD) for a molecular structure, C8H12F14FeN5O24S6 at a distorted geometry.

Atoms and positions in Å:
Fe  -0.0890  -0.0494  0.3052
C  2.7389  -0.8106  -2.9490
F  3.2957  -1.5565  -3.9051
F  3.5558  0.1932  -2.6488
F  1.6224  -0.2925  -3.4713
S  2.3369  -1.8758  -1.4812
O  1.7632  -3.0383  -2.0620
O  3.5688  -2.0667  -0.7690
O  1.3399  -1.0628  -0.7522
C  1.2440  1.5712  4.3182
F  2.4866  1.3748  3.8862
F  0.8466  0.4707  4.9362
F  1.2222  2.5530  5.2162
S  0.1165  1.9745  2.9247
O  -1.1328  2.2860  3.5196
O  0.7353  3.1028  2.2627
O  0.1651  0.7621  2.0712
C  -3.6466  2.3228  -1.0336
F  -4.0187  1.0709  -0.7932
F  -3.4458  2.4637  -2.3528
F  -4.6442  3.1301  -0.6680
S  -2.1066  2.7487  -0.0610
O  -1.4252  1.4472  0.1287
O  -1.3494  3.6581  -0.8908
O  -2.6275  3.2710  1.1562
C  -2.4054  -1.1951  -3.4561
F  -1.3497  -1.2708  -4.2623
F  -2.6901  0.1099  -3.3228
F  -3.4336  -1.8184  -4.0231
S  -2.0504  -1.9185  -1.7807
O  -3.3537  -2.0840  -1.2000
O  -1.3437  -3.1148  -2.0874
O  -1.1952  -0.9220  -1.0928
N  0.2185  -4.3937  0.5135
S  1.4905  -4.7861  1.4237
O  1.2599  -5.9601  2.2064
O  2.3077  -3.7375  1.9148
F  2.3303  -5.4457  0.2195
S  -0.5111  -3.3565  1.5299
O  -0.2730  -1.9740  1.1869
O  -0.7319  -3.6787  2.8887
F  -1.9329  -3.5400  0.8584
C  -4.7150  -1.1012  1.6390
N  -3.5176  -0.3467  2.0959
O  -2.4696  -0.5791  1.5589
O  -3.6998  0.5023  2.9350
H  -5.1255  -1.6817  2.4559
H  -4.3753  -1.6724  0.7769
H  -5.4366  -0.3480  1.3359
C  4.4770  -1.0085  2.2178
N  3.0464  -1.0786  2.5762
O  2.2652  -0.7574  1.7160
O  2.7607  -1.3903  3.7124
H  4.9946  -1.7142  2.8559
H  4.8191  0.0115  2.3850
H  4.5765  -1.2190  1.1566
C  2.2049  3.5558  -0.3023
N  2.4592  2.1020  -0.2301
O  1.4916  1.3872  -0.0823
O  3.6128  1.7245  -0.1671
H  2.3832  4.0313  0.6507
H  1.2116  3.6639  -0.7297
H  2.8489  3.9989  -1.0628
C  -0.7685  2.6871  -4.1708
N  0.1217  2.2224  -3.0933
O  -0.2817  1.3469  -2.3669
O  1.2451  2.7053  -3.0412
H  -0.5652  3.7178  -4.4379
H  -1.7761  2.6675  -3.7733
H  -0.6753  2.0108  -5.0143

Output
electronic energy = -202517.1119 eV
charge = -2
2S+1 = 6
LUMO (spin up / spin down) = 4.100 / 2.093 eV

---

No. 2
Density functional theory data (wB97M-V/def2-TZVPD) for a gas-phase ion, C11H13N4 (charge +1) at a distorted geometry.

Atoms and positions in Å:
C  -2.5850  2.4083  2.2480
C  -1.7757  1.5827  1.6262
C  -0.9432  0.6021  2.2100
C  -0.1359  -0.3009  1.6240
C  0.3491  -1.4542  2.5474
N  0.3860  -0.3003  0.3766
C  1.0336  0.4989  -0.4022
N  1.3283  0.2049  -1.6868
C  2.2338  0.8687  -2.5655
C  0.6849  -0.9266  -2.1380
C  -0.1119  -1.6496  -1.1898
N  -0.4378  -2.9101  -1.4078
C  -0.1747  -3.4716  -2.5240
C  0.4724  -2.7812  -3.5235
N  0.8569  -1.5205  -3.3344
H  -3.0845  3.1311  1.6212
H  -2.8273  2.5629  3.3165
H  -1.8664  1.4881  0.4566
H  -1.1663  0.4241  3.2496
H  -0.2148  -1.3927  3.5045
H  1.3507  -1.2110  2.7257
H  0.2982  -2.2799  1.9131
H  1.5154  1.3713  0.1011
H  1.9533  1.8264  -2.9314
H  3.2546  1.1132  -2.1206
H  2.4357  0.0590  -3.2682
H  -0.2734  -4.5388  -2.6856
H  0.8764  -3.1810  -4.4780

Output
electronic energy = -17566.6531 eV
charge = +1
LUMO (spin up / spin down) = -5.166 / -5.173 eV
relative energy (zero: lowest compared OMol25 entry of this formula, charge and spin) = 289.51 kJ/mol
SMILES string = C=C/C=C(C)\N=C\N(C)c1c#[n+]ccn1